1.
Density functional theory data (ωB97M-V with the def2-TZVPD basis set) for an isolated molecule of C16H19BrN4O3S in a non-equilibrium geometry.

SMILES: Cc1cc(NC(=O)[C@@H]2CCCN(S(=O)(=O)c3cnc[nH]3)C2)ccc1Br
Relative energy (zero: lowest compared OMol25 entry of this formula, charge and spin): 57.4 kJ/mol
Total charge: 0

Structure (XYZ):
```
44
Properties=species:S:1:pos:R:3:forces:R:3
H 2.992299 2.621746 -1.232031 -0.1 0.3 0.1
Br -6.008392 -3.062172 4.060536 0.1 0.1 0.0
O 3.681030 0.371985 -1.196860 0.0 0.2 0.0
C 2.827924 0.699548 -3.578551 -0.2 -0.1 0.6
H -4.527250 -0.564225 4.426272 0.0 0.0 0.0
C 4.152295 1.313727 -5.198980 0.1 0.0 0.2
C 1.633568 2.964561 0.413872 0.1 -0.3 0.0
H 5.043865 1.577729 -5.730893 0.3 0.0 0.0
H -0.159931 0.078040 -1.165153 -0.2 0.1 0.2
H -3.629914 -4.824233 1.044272 0.0 0.0 -0.1
S 2.437052 0.249172 -1.913585 -0.1 0.3 -0.9
C -4.441193 -2.342521 3.245373 -0.1 0.0 0.1
N 2.956561 1.281953 -5.724142 -0.1 0.1 -0.5
C 2.117472 0.901679 -4.733159 -0.1 -0.1 0.4
H 1.329640 -0.362643 0.639782 -0.1 0.0 0.0
H 2.804183 1.305917 1.101536 0.0 0.0 0.1
C 0.259677 0.953485 -0.669311 -0.3 -0.6 0.2
O -0.720637 1.271452 2.472439 -0.1 0.3 0.2
C -2.861294 -0.548118 3.090062 0.1 0.1 0.0
C 1.782455 1.672605 1.212498 -0.1 0.1 0.1
H -2.115479 -3.042163 0.930445 0.1 -0.1 -0.1
H -0.633031 -1.378642 0.782406 0.0 0.2 0.1
C -0.385923 0.426497 1.674594 0.5 -0.3 -0.4
C 0.799905 0.590853 0.728350 -0.1 0.3 0.2
H 1.065956 0.793140 -4.898743 -0.3 0.0 0.0
C -3.992632 -1.101427 3.658217 -0.1 -0.2 -0.1
H 0.625603 3.359672 0.545309 0.0 0.1 0.0
H 1.593433 1.875163 2.267997 0.1 -0.1 -0.1
N 1.332234 1.435748 -1.508247 0.6 -1.0 -0.3
H 2.336363 3.712560 0.780867 -0.1 0.1 0.0
C -3.780486 -3.069724 2.258106 -0.1 0.1 0.1
C -4.271333 -4.410734 1.817633 0.0 -0.1 0.0
C 1.915228 2.693684 -1.066788 0.3 0.8 -0.1
N -1.029320 -0.759658 1.477322 0.1 -0.3 -0.3
H -2.507602 0.416883 3.409046 0.0 0.0 0.0
H 1.517495 3.498976 -1.694737 0.1 -0.1 0.1
N 4.130556 0.972287 -3.893418 0.2 0.0 0.1
H 4.885300 0.894605 -3.228610 0.0 0.1 -0.1
H -0.505960 1.729822 -0.608506 0.0 0.0 -0.1
C -2.179135 -1.249609 2.100737 -0.4 -0.1 0.2
C -2.648231 -2.499551 1.699340 0.0 0.2 0.1
H -5.286708 -4.333869 1.429067 0.0 -0.1 0.0
H -4.296052 -5.100945 2.660721 0.0 -0.1 0.0
O 1.760411 -1.013254 -1.885083 -0.2 0.1 0.0
```
Forces are in eV/Å.



2.
Density functional theory data (ωB97M-V with the def2-TZVPD basis set) for a cluster of 2 separate species, C30H33N3O3 in total in a non-equilibrium geometry.

Relative energy (zero: lowest compared OMol25 entry of this formula, charge and spin): 337.1 kJ/mol
Total charge: 0

Structure (XYZ):
```
69
Properties=species:S:1:pos:R:3:forces:R:3
C 2.160162 4.946936 7.330851 0.6 0.3 1.4
C 0.446919 4.133507 1.078686 0.4 0.2 0.6
C 3.867203 6.383812 6.124460 0.4 0.2 0.1
H 2.831095 6.267267 -5.736961 0.0 -0.2 0.3
H 2.557162 5.825738 0.876622 0.2 0.1 0.2
H -0.258477 3.062690 3.537202 -0.3 -0.4 0.1
H 2.980881 4.844372 10.598068 0.0 -0.1 -0.3
C 1.018167 -0.689416 3.541060 0.1 2.0 0.0
H 0.101957 2.492215 8.373514 0.1 0.2 0.0
H 1.460506 5.602541 10.172653 -0.1 -0.1 0.1
C -1.162354 -0.668985 3.543613 0.9 0.3 0.0
C 2.659157 6.134883 -1.204507 0.0 0.0 0.2
H 3.946063 7.816545 -4.488639 -0.2 -0.1 0.2
H 4.936572 8.546588 -2.262924 -0.1 -0.3 0.0
C 2.680618 5.460940 6.121746 0.0 0.1 -0.4
H -1.011104 -2.637103 2.630416 -0.1 0.1 0.4
C 0.490295 3.500820 8.559837 -0.2 -0.1 0.3
H 0.911217 4.620940 -6.009075 0.0 0.2 0.3
H -0.480986 5.239780 -4.051760 0.1 0.0 -0.1
H -0.332925 3.053388 6.031801 -0.2 -0.3 0.0
H -0.375055 3.448451 0.960517 -0.2 -0.3 0.0
C 0.484167 3.840753 3.562046 0.2 0.1 0.4
C 1.053086 4.064640 7.278576 -0.2 -0.1 -0.1
H 3.774976 7.625519 -0.165445 0.0 0.0 -0.2
C 3.991408 6.094214 8.613250 -0.3 -0.4 -0.4
O 2.154812 -0.259000 3.540174 0.4 -1.0 0.0
H 4.755975 6.484435 -3.687690 0.1 0.1 0.1
C 0.991602 4.960716 -2.541282 0.0 -0.1 0.0
H -0.378991 4.099107 8.859269 0.1 0.0 0.1
C 2.116907 5.096538 4.923801 0.0 0.0 0.6
H 2.294231 2.734284 9.488877 -0.1 0.1 -0.1
H 0.014136 3.578170 -3.841266 0.1 0.2 0.0
H 3.250566 7.843268 7.600685 0.0 -0.2 0.0
H 3.760396 7.104871 5.304325 0.0 -0.1 0.2
N 2.668359 6.365206 -3.634326 -0.2 -0.2 0.5
C 2.107959 5.586574 -0.068950 -0.2 -0.1 -0.6
C 1.395107 4.772792 -5.034617 0.1 -0.1 0.1
H 2.555502 5.493042 4.028447 0.2 0.2 -0.2
C 3.998200 7.977915 -2.308676 -0.2 0.0 0.1
C 3.850297 7.046916 -1.094126 0.3 0.2 -0.1
C 0.905275 4.399088 2.361954 0.0 0.2 -0.5
H 4.751030 6.430464 -0.987404 0.0 0.1 -0.1
H 2.168919 3.998082 -4.967538 0.0 0.1 0.1
N -0.081214 0.119562 3.546061 -0.1 0.1 0.0
H -0.393282 3.782397 -1.453189 -0.2 -0.3 0.0
H 4.065805 6.581220 9.591996 -0.3 0.0 -0.2
H 3.198020 8.728318 -2.297316 0.0 -0.2 0.0
H 1.668086 5.148378 2.434259 0.2 0.2 0.0
C 3.907649 7.172052 -3.602484 -0.3 -0.4 0.3
C 2.109376 5.826082 -2.469984 0.5 0.5 -1.3
C 1.521559 3.482595 9.703990 0.1 -0.1 -0.2
O -2.324706 -0.330758 3.544836 -1.5 0.2 0.0
H 1.065202 3.168908 10.652986 0.0 0.2 -0.3
C 0.995027 4.720744 -0.109962 0.0 0.0 0.1
C 4.049640 7.103285 7.468800 -0.1 0.1 -0.1
N 2.745420 5.299305 8.552600 -0.3 -0.2 -0.7
H 1.329925 6.940740 -5.132667 -0.1 0.0 -0.1
C 0.510216 3.719660 6.055978 0.4 0.2 0.1
O 0.707633 -2.018570 3.537282 0.9 -0.3 0.0
H 4.833009 5.396072 8.552244 0.1 0.1 -0.1
C 2.185506 4.850913 9.843928 -0.2 0.0 -0.5
C -0.692556 -2.100024 3.539002 -0.4 -1.1 0.0
H 4.763171 5.795499 5.889736 0.0 0.1 0.1
C 1.023730 4.214075 4.835888 -0.1 0.0 -0.5
C 0.457344 4.436298 -1.384022 0.5 0.3 0.2
H 4.988299 7.672125 7.489712 -0.1 -0.3 0.0
H -1.008469 -2.642090 4.445561 -0.1 0.1 -0.4
C 2.062634 6.144465 -4.964203 -0.1 0.0 0.6
C 0.395970 4.605524 -3.876696 -0.1 0.0 -0.4
```
Forces are in eV/Å.



3.
Density functional theory data (ωB97M-V with the def2-TZVPD basis set) for a structure of composition C26H36AgN5O2Si2.

Total charge: -2

Structure (XYZ):
```
72
Properties=species:S:1:pos:R:3:forces:R:3
H -4.558084 -1.091741 1.757684 0.0 0.0 0.0
C 1.027270 2.058032 2.432343 0.0 0.0 -0.1
H -4.280584 -1.211100 0.009819 0.0 0.0 0.0
H -1.810461 -0.433483 -4.495370 0.0 0.0 0.0
H -1.317543 0.255746 2.639944 0.0 0.0 0.0
N -0.014891 2.614103 1.818678 0.1 0.0 0.0
N -0.220081 2.042777 0.595112 0.0 0.0 0.0
C -1.509271 -0.804567 2.828449 0.0 0.0 0.0
H -0.971265 -3.703148 -4.789179 0.0 0.0 0.0
H -0.131681 4.210000 3.645595 0.0 0.0 0.0
H 2.527042 2.254349 -0.823207 -0.1 0.0 0.1
H 2.475660 -0.772669 -4.427223 0.0 0.0 0.0
C 3.154691 -0.491778 -3.616378 0.0 0.0 0.0
H -3.067421 2.592386 1.200115 0.0 0.0 0.0
C 4.116648 -0.935806 -0.796563 0.0 0.0 0.0
C -1.309842 2.320746 -0.012592 0.0 0.1 0.1
H -2.231260 -0.883045 3.649668 0.0 0.0 0.0
H -1.948521 3.946797 1.196332 0.0 0.0 0.0
C -2.143932 -3.323600 -3.024814 0.0 0.0 0.0
C -2.901910 0.504965 -2.889362 0.0 0.0 0.0
C -1.769641 0.210797 -3.628418 0.0 0.0 0.0
Si -2.148314 -1.672521 1.285965 0.1 0.0 0.0
H 4.131357 -1.585331 0.082242 0.0 0.0 0.0
H 3.036062 -3.721991 -3.425768 0.0 0.0 0.0
C -2.775353 1.248438 -1.729757 0.0 0.0 0.0
H 3.627570 2.372919 6.267789 0.0 0.0 0.0
H 3.819282 0.060804 -0.461068 0.0 0.0 0.0
C -2.553363 -3.455465 1.812613 0.0 0.0 0.0
H -3.867680 0.115403 -3.188411 0.0 0.0 0.0
H 5.132263 -0.875626 -1.203570 0.0 0.0 0.0
C -1.508505 1.664297 -1.324434 -0.2 0.0 -0.1
Si 2.902554 -1.585708 -2.084925 0.0 0.1 0.1
H 1.054352 -2.663289 -3.859613 0.0 0.0 0.0
H 3.452570 -3.997732 -1.734596 0.0 0.0 0.0
C -2.397764 3.181882 0.565365 0.0 0.0 0.0
H -3.051438 -3.780218 -3.409966 0.0 0.0 0.0
C 3.569171 -3.301803 -2.569977 0.0 0.0 0.0
H -3.282877 -3.476330 2.629833 0.0 0.0 0.0
O 2.191178 2.654304 -1.632875 0.0 -0.1 -0.1
C -0.992653 -3.284306 -3.787225 0.0 0.0 0.0
C 2.437492 2.204319 4.490979 0.0 0.0 0.0
H -3.635142 1.446213 -1.103744 0.0 0.0 0.0
H 4.633360 -3.247937 -2.824289 0.0 0.0 0.0
C 1.381227 2.718499 3.746664 0.0 0.0 0.0
H 0.503594 5.265009 5.811793 0.0 0.0 0.0
H -0.565239 -1.248741 3.155149 0.0 0.0 0.0
C 1.050292 4.404557 5.442048 0.0 0.0 0.0
H -2.993502 3.647168 -0.221827 0.0 0.0 0.0
H 1.311775 2.228640 -1.725502 0.0 0.0 0.0
N -0.428122 1.427786 -2.068386 0.2 -0.1 -0.1
C -1.007182 -2.151123 -1.167577 0.0 0.0 0.0
N 1.351259 -1.573870 -1.439741 0.0 0.0 -0.1
H 4.180788 -0.565920 -3.994197 0.0 0.0 0.0
C 2.109212 3.887332 6.179356 0.0 0.0 0.0
H 2.956562 1.342738 4.091530 0.0 0.0 0.0
H -3.048248 -2.787362 -1.159615 0.0 0.0 0.0
Ag 0.883267 -0.219842 0.288851 0.0 0.0 0.0
C 0.689116 3.824499 4.234711 0.0 0.0 0.0
C 0.217911 -2.139649 -1.961616 0.0 0.0 0.1
C 2.801443 2.784080 5.698455 0.0 0.0 0.0
H -2.954055 -4.037153 0.978566 0.0 0.0 0.0
N -1.012415 -1.562111 0.062032 0.0 0.0 0.0
C -3.847053 -0.869590 0.953606 -0.1 0.0 0.0
O 1.724559 1.076314 2.083739 0.0 0.1 0.0
H -1.641161 -3.952459 2.153930 0.0 0.0 0.0
C -0.556223 0.703292 -3.175103 0.0 0.0 0.0
H 2.391283 4.341312 7.122808 0.0 0.0 0.0
H -3.739953 0.216896 0.895517 0.0 0.0 0.0
H 0.365097 0.489796 -3.705687 0.0 0.0 0.0
C -2.130915 -2.766490 -1.741722 0.0 0.0 0.0
H 2.959633 0.552903 -3.356353 0.0 0.0 0.0
C 0.158007 -2.696595 -3.246629 0.0 0.0 0.0
```
Forces are in eV/Å.



4.
Density functional theory data (ωB97M-V with the def2-TZVPD basis set) for the ion C3H9N4O with charge +1 in a non-equilibrium geometry.

SMILES: [H]/N=C1/[C@H](O)C[NH2+]N1N
Relative energy (zero: lowest compared OMol25 entry of this formula, charge and spin): 369.7 kJ/mol
Total charge: +1

Structure (XYZ):
```
17
Properties=species:S:1:pos:R:3:forces:R:3
N -0.902257 0.181844 0.157514 -1.8 1.4 -0.1
N 0.022360 1.309986 0.328622 0.1 -1.1 1.2
H 2.006298 -1.675632 1.140231 0.3 2.2 -0.5
H 2.051196 1.585124 -0.530585 -0.7 -0.1 0.6
N -0.569352 -2.196319 -0.326923 -1.0 3.6 0.0
C 1.114876 1.009694 -0.608802 1.1 -2.6 -1.4
C 1.270572 -0.565551 -0.251430 0.3 0.5 -3.1
H -2.728337 0.817800 -0.409269 0.1 -1.2 1.5
H 0.434009 1.110589 1.311776 -0.9 1.8 -1.3
C -0.202388 -0.943553 -0.134716 0.2 -4.2 -0.5
H 0.752037 1.072005 -1.658560 0.0 0.1 0.8
H -1.627692 -2.232367 -0.402692 1.4 -0.2 0.5
H -0.511567 2.160653 0.056931 0.6 -0.3 1.3
H -2.663230 -0.189164 1.092786 -0.3 -0.1 -0.1
O 2.055112 -0.697222 0.851221 0.0 -1.9 2.5
H 1.742793 -1.206717 -1.065992 -0.9 1.2 0.4
N -2.244435 0.458824 0.449894 1.6 1.0 -1.7
```
Forces are in eV/Å.



5.
Density functional theory data (ωB97M-V with the def2-TZVPD basis set) for a cluster of 2 separate species, C4H12N2O in total in a non-equilibrium geometry.

SMILES: C=C(N)CCN.O
Relative energy (zero: lowest compared OMol25 entry of this formula, charge and spin): 311.7 kJ/mol
Total charge: 0

Structure (XYZ):
```
19
Properties=species:S:1:pos:R:3:forces:R:3
C -0.692961 -0.198283 -0.682462 -2.6 -3.2 -3.4
O 2.694651 -2.277131 -0.323605 -1.0 0.5 0.1
H -0.626080 -2.283618 0.290921 -1.3 0.0 -1.6
C -0.108566 2.085970 -1.280266 1.5 -3.0 -2.9
H 0.417644 -1.647779 2.039929 -0.1 0.7 -0.8
H 1.886052 -1.900621 0.217171 1.8 -0.2 -2.1
H 0.392173 -0.116247 1.550203 0.2 3.6 1.5
N 0.377149 -1.000982 1.226252 0.6 -3.9 0.4
H -0.054604 3.090938 -1.079386 0.3 2.2 0.2
H 2.789022 -2.004723 -1.281513 -0.9 -0.1 2.1
N -0.732031 1.775640 1.032733 -1.6 -1.8 -1.5
H -1.777886 -0.959750 0.897593 0.5 -0.8 0.4
H 0.359968 1.632245 -2.247232 -1.2 1.3 1.6
H 0.015861 -0.711970 -1.362650 0.4 1.4 0.0
H -0.257754 2.615403 1.254616 1.7 0.6 -0.5
C -0.809565 -1.215617 0.408221 0.0 0.9 2.3
C -0.535458 1.225990 -0.387059 1.0 2.2 2.6
H -1.657785 2.176975 1.076370 -0.9 -0.7 0.1
H -1.679831 -0.286441 -1.349837 1.7 0.2 1.4
```
Forces are in eV/Å.



6.
Density functional theory data (ωB97M-V with the def2-TZVPD basis set) for an isolated molecule of C11H21BINO7P2 in a non-equilibrium geometry.

SMILES: [H]/N=C\C[C@@]1([C@H](I)CC)[C@@H](P(C)O)C(=O)O[C@@]1(B(C)O)P(=O)(O)O
Total charge: 0

Structure (XYZ):
```
44
Properties=species:S:1:pos:R:3:forces:R:3
H 1.734912 4.899847 0.469558 0.5 -2.7 0.3
H 2.690138 1.493629 -2.362586 -0.1 1.1 1.6
C -1.585059 -0.223979 -0.101557 0.9 0.5 -1.1
H 3.232868 3.750028 0.669722 -2.1 -0.1 -0.1
C -1.888320 1.032045 2.584168 0.0 1.4 1.2
C 2.063430 3.764841 0.640574 0.5 0.0 0.8
C 0.072097 -0.136842 -0.298258 0.7 -0.2 -1.0
C -0.152544 -1.495973 -2.722003 -4.4 1.4 -1.9
O -1.511568 -3.174960 -0.380682 -2.7 4.2 0.5
O -3.831230 0.791525 0.881790 3.6 -1.8 -0.6
O -3.815668 -1.921391 -1.302302 2.0 -1.0 3.6
H 0.271495 -2.589638 -2.752646 -0.8 2.4 0.2
P -2.449464 -1.934294 -0.167063 0.1 -5.1 -0.4
C 0.540686 -0.260892 -1.899876 0.1 -1.2 -1.4
C 1.020700 -1.266830 0.389608 1.3 -0.5 -1.2
O -1.918846 0.779825 -1.177706 0.6 2.5 1.8
I 0.350868 -2.060113 2.328702 0.2 0.4 -0.7
C 2.598776 -0.883778 0.596814 1.0 0.2 0.8
H -2.666696 -2.876158 1.918206 -0.7 1.4 -1.3
C 0.208932 1.446875 0.003334 -0.6 -0.6 1.7
O 2.841058 1.940388 -1.477378 -1.1 -0.6 0.3
C 3.586354 -2.212965 0.838296 0.0 1.0 -1.3
O -3.187329 -2.149880 1.435150 1.9 -0.1 -2.4
H 2.744574 -0.156959 1.526824 -0.6 -1.5 -2.0
H 1.719203 -0.422369 -2.003514 -2.6 0.3 0.7
H 0.405240 1.639136 1.155080 -1.2 -0.4 -2.2
H -4.154527 0.349248 0.051691 0.4 0.8 0.9
C -1.241406 2.002394 -0.631682 -1.5 5.1 -0.2
H -1.662152 -0.296774 -3.318618 0.6 -0.8 0.1
H -2.807162 1.336843 3.285819 1.8 -0.8 -1.8
H 1.022898 -2.222789 -0.327322 -0.4 2.1 1.7
H -1.302430 2.061767 2.432520 -1.1 -2.2 0.4
O -1.672466 3.293291 -0.700398 2.8 -9.6 0.2
H 0.298650 0.690694 -2.535702 0.3 -1.6 1.4
H -1.227126 0.333600 3.233182 -1.0 1.2 -1.4
H 3.095058 -0.343289 -0.316406 -1.4 -0.8 1.6
H 3.907866 -2.546739 -0.260145 -0.8 0.3 2.5
H 1.668984 3.371875 1.686542 0.8 0.9 -2.1
H 3.070712 -3.081108 1.418920 1.1 1.7 -1.0
H 4.568024 -1.807199 1.344180 -2.0 -1.1 -0.8
B -2.371093 0.491036 1.128634 -3.6 0.9 1.8
H -4.320474 -2.768568 -1.038909 1.0 1.7 -0.6
N -1.348968 -1.290752 -3.420988 5.3 -0.6 3.1
P 1.401006 2.655373 -0.823566 1.1 1.6 -1.6
```
Forces are in eV/Å.



Per-record LUMO level, eV: 0.53 -2.06 4.59 -3.66 0.81 -0.64